{
  "formula": "C34H22N9Ru",
  "method": "the ωB97M-V functional and the def2-TZVPD basis",
  "lumo_ev": [-9.1180, -9.1166],
  "charge": 2,
  "max_force_ha_per_bohr": 0.0396,
  "s2": 0.768,
  "energy_ha": -1895.821581,
  "e_above_lowest_ev": 2.627,
  "homo_lumo_gap_ev": [3.957, 3.937],
  "spin_multiplicity": 2,
  "symbols": ["Ru", "C", "C", "N", "C", "C", "N", "C", "C", "C", "C", "C", "N", "C", "C", "N", "C", "C", "N", "C", "C", "C", "N", "C", "C", "H", "H", "H", "H", "H", "H", "H", "H", "H", "H", "H", "H", "N", "C", "C", "C", "C", "C", "C", "C", "C", "C", "C", "C", "C", "N", "C", "C", "C", "C", "N", "H", "H", "H", "H", "H", "H", "H", "H", "H", "H"],
  "xyz": [[0.51, -2.14, 0.38], [0.06, -5.24, 3.33], [0.54, -4.54, 2.23], [0.19, -3.26, 2.04], [-0.64, -2.68, 2.94], [-1.10, -3.42, 4.03], [-0.75, -4.68, 4.21], [-1.03, -1.29, 2.62], [-1.67, -0.40, 3.44], [-1.96, 0.90, 2.98], [-1.54, 1.24, 1.69], [-0.87, 0.33, 0.90], [-0.65, -0.93, 1.38], [-0.24, 0.53, -0.40], [0.32, 1.57, -1.05], [1.27, 1.14, -1.94], [1.71, 0.18, -4.02], [1.62, -0.82, -3.16], [0.23, -0.70, -1.03], [-2.68, 1.86, 3.84], [-3.33, 1.46, 5.01], [-4.01, 2.40, 5.77], [-4.06, 3.68, 5.44], [-3.45, 4.09, 4.34], [-2.74, 3.22, 3.51], [0.33, -6.28, 3.50], [1.20, -4.98, 1.50], [-1.79, -2.99, 4.75], [-1.91, -0.70, 4.45], [-1.72, 2.23, 1.29], [0.12, 2.63, -0.91], [1.90, 0.13, -5.08], [1.70, -1.88, -3.37], [-3.37, 0.43, 5.33], [-4.52, 2.11, 6.68], [-3.52, 5.14, 4.10], [-2.25, 3.62, 2.64], [2.22, 5.28, -7.17], [2.07, 4.56, -6.28], [1.88, 3.65, -5.22], [2.98, 3.23, -4.43], [2.82, 2.28, -3.49], [1.53, 1.56, -3.32], [0.38, 2.22, -3.99], [0.57, 3.17, -4.93], [1.46, -0.31, -1.76], [2.59, -0.69, -0.86], [3.77, -0.09, -0.49], [4.41, -0.97, 0.42], [3.58, -2.06, 0.57], [2.47, -1.92, -0.20], [-0.75, -1.55, -1.60], [-1.95, -1.37, -2.26], [-2.46, -2.67, -2.44], [-1.57, -3.56, -1.84], [-0.50, -2.89, -1.36], [3.94, 3.70, -4.59], [3.65, 1.94, -2.88], [-0.61, 1.85, -3.75], [-0.27, 3.60, -5.47], [4.15, 0.87, -0.81], [5.37, -0.82, 0.89], [3.76, -2.96, 1.15], [-2.39, -0.44, -2.58], [-3.37, -2.94, -2.95], [-1.64, -4.64, -1.78]],
  "nbo_charge": [1.085, 0.040, 0.045, -0.414, 0.106, 0.052, -0.316, 0.271, -0.216, 0.079, -0.163, 0.186, -0.418, 0.097, 0.040, -0.427, -0.171, -0.139, -0.415, -0.087, -0.208, 0.056, -0.362, 0.054, -0.211, 0.238, 0.235, 0.222, 0.244, 0.232, 0.244, 0.258, 0.282, 0.214, 0.217, 0.214, 0.207, -0.054, 0.166, 0.147, -0.266, 0.081, 0.003, 0.040, -0.248, 0.333, 0.002, -0.248, -0.276, -0.051, -0.537, 0.188, -0.310, -0.243, -0.062, -0.486, 0.278, 0.259, 0.256, 0.275, 0.215, 0.244, 0.221, 0.229, 0.244, 0.226]
}


{
  "formula": "C34H23Br2FeN3O4S",
  "method": "the ωB97M-V functional and the def2-TZVPD basis",
  "lumo_ev": [4.1943, 4.1899],
  "charge": -2,
  "max_force_ha_per_bohr": 0.0273,
  "s2": 6.052,
  "energy_ha": -8584.659773,
  "homo_lumo_gap_ev": [3.784, 6.022],
  "spin_multiplicity": 5,
  "symbols": ["Fe", "O", "C", "C", "C", "C", "C", "C", "C", "N", "C", "C", "N", "H", "H", "H", "H", "H", "H", "H", "C", "C", "C", "C", "C", "C", "Br", "C", "C", "Br", "C", "O", "C", "N", "H", "H", "H", "H", "H", "H", "O", "C", "O", "C", "C", "C", "C", "S", "C", "C", "H", "H", "H", "H", "H", "C", "C", "C", "C", "C", "C", "C", "C", "H", "H", "H", "H", "H"],
  "xyz": [[0.00, 0.18, -0.29], [0.01, 1.71, 0.89], [-0.70, 2.79, 0.88], [-0.72, 3.59, 2.05], [-1.41, 4.78, 2.11], [-2.15, 5.23, 1.01], [-2.17, 4.46, -0.13], [-1.47, 3.25, -0.22], [-1.50, 2.48, -1.46], [-0.88, 1.35, -1.69], [-1.15, 0.96, -2.98], [-1.97, 1.88, -3.55], [-2.17, 2.85, -2.58], [-0.16, 3.23, 2.91], [-1.39, 5.36, 3.03], [-2.70, 6.17, 1.06], [-2.75, 4.81, -0.97], [-0.75, 0.04, -3.37], [-2.40, 1.95, -4.53], [-2.79, 3.63, -2.64], [1.04, 0.09, 3.07], [1.41, -1.09, 2.23], [2.21, -2.09, 2.74], [2.60, -3.21, 1.96], [2.14, -3.28, 0.62], [2.45, -4.30, -0.31], [3.55, -5.77, 0.22], [2.00, -4.28, -1.61], [1.17, -3.24, -2.01], [0.58, -3.16, -3.82], [0.79, -2.22, -1.15], [-0.04, -1.24, -1.50], [1.31, -2.23, 0.16], [0.94, -1.14, 0.95], [1.40, -0.05, 4.09], [-0.04, 0.24, 3.08], [1.47, 1.01, 2.65], [2.56, -1.99, 3.76], [3.22, -3.99, 2.38], [2.28, -5.06, -2.31], [-6.53, -4.68, 3.26], [-6.10, -4.61, 1.96], [-6.65, -5.31, 1.15], [-5.02, -3.64, 1.67], [-4.37, -2.88, 2.65], [-3.47, -1.89, 2.31], [-3.18, -1.59, 0.96], [-2.26, -0.20, 0.55], [-3.76, -2.43, -0.01], [-4.66, -3.42, 0.34], [-6.06, -4.01, 3.77], [-4.54, -3.06, 3.71], [-2.97, -1.32, 3.08], [-3.50, -2.27, -1.05], [-5.12, -4.04, -0.41], [1.82, 0.82, -0.98], [2.85, 1.35, -1.39], [4.05, 1.97, -1.85], [5.01, 2.47, -0.96], [6.17, 3.07, -1.41], [6.42, 3.19, -2.78], [5.48, 2.70, -3.68], [4.31, 2.10, -3.23], [4.81, 2.38, 0.10], [6.90, 3.44, -0.70], [7.33, 3.65, -3.13], [5.66, 2.78, -4.74], [3.58, 1.72, -3.93]],
  "nbo_charge": [1.371, -0.705, 0.416, -0.272, -0.198, -0.313, -0.172, -0.167, 0.404, -0.487, -0.046, -0.117, -0.523, 0.212, 0.192, 0.192, 0.171, 0.255, 0.204, 0.406, -0.640, 0.214, -0.295, -0.336, -0.010, -0.139, -0.046, -0.267, -0.149, -0.018, 0.261, -0.703, 0.100, -0.584, 0.186, 0.228, 0.231, 0.187, 0.198, 0.218, -0.699, 0.780, -0.612, -0.277, -0.200, -0.193, -0.120, -0.357, -0.250, -0.144, 0.478, 0.170, 0.210, 0.224, 0.220, -0.341, -0.180, -0.092, -0.155, -0.238, -0.262, -0.221, -0.207, 0.211, 0.194, 0.192, 0.194, 0.217]
}


{
  "formula": "C34H23BrN2O7PtS",
  "method": "the ωB97M-V functional and the def2-TZVPD basis",
  "lumo_ev": [-2.4224, -2.4513],
  "max_force_ha_per_bohr": 0.0288,
  "energy_ha": -5036.838480,
  "e_above_lowest_ev": 2.185,
  "homo_lumo_gap_ev": [6.024, 6.141],
  "symbols": ["Pt", "O", "C", "O", "C", "C", "C", "C", "C", "C", "N", "O", "O", "N", "O", "O", "H", "H", "H", "C", "C", "C", "C", "C", "C", "C", "C", "C", "C", "C", "C", "C", "C", "C", "H", "H", "H", "H", "H", "H", "H", "H", "H", "H", "Br", "O", "S", "C", "C", "C", "C", "C", "C", "C", "C", "C", "C", "C", "C", "H", "H", "H", "H", "H", "H", "H", "H", "H", "H"],
  "xyz": [[-0.25, 1.36, -0.41], [-1.78, -0.30, 2.45], [-2.18, -0.40, 1.30], [-2.09, 0.47, 0.34], [-2.94, -1.67, 0.94], [-3.31, -2.55, 1.94], [-3.97, -3.71, 1.61], [-4.29, -4.04, 0.30], [-3.91, -3.13, -0.67], [-3.25, -1.96, -0.38], [-4.24, -3.45, -2.08], [-3.88, -2.66, -2.93], [-4.84, -4.48, -2.31], [-4.35, -4.67, 2.68], [-4.88, -5.71, 2.35], [-4.11, -4.34, 3.83], [-3.07, -2.33, 2.97], [-4.80, -4.95, 0.06], [-2.98, -1.27, -1.16], [0.45, 0.27, -1.75], [0.99, -0.30, -2.72], [1.71, -0.94, -3.66], [1.48, -2.38, -3.90], [0.19, -2.91, -3.82], [-0.02, -4.26, -4.02], [1.06, -5.11, -4.25], [2.35, -4.60, -4.30], [2.56, -3.24, -4.13], [2.71, -0.17, -4.42], [3.26, -0.67, -5.61], [4.21, 0.05, -6.30], [4.61, 1.29, -5.84], [4.03, 1.83, -4.69], [3.09, 1.10, -3.99], [-0.65, -2.25, -3.65], [-1.02, -4.66, -3.99], [0.89, -6.17, -4.39], [3.19, -5.26, -4.46], [3.57, -2.85, -4.12], [2.91, -1.61, -6.01], [4.63, -0.35, -7.22], [5.36, 1.85, -6.38], [4.32, 2.81, -4.34], [2.63, 1.52, -3.10], [-0.42, 3.71, -1.06], [0.41, 1.75, 1.86], [-0.60, 2.51, 2.74], [-0.25, 1.97, 4.40], [0.93, 1.32, 4.68], [1.19, 0.92, 5.99], [0.25, 1.17, 6.99], [-0.94, 1.82, 6.69], [-1.20, 2.22, 5.39], [0.07, 4.17, 2.87], [-0.82, 5.22, 3.01], [-0.34, 6.53, 3.05], [1.03, 6.76, 2.93], [1.91, 5.69, 2.78], [1.43, 4.39, 2.75], [1.63, 1.11, 3.88], [2.11, 0.40, 6.22], [0.45, 0.84, 8.00], [-1.67, 2.00, 7.47], [-2.13, 2.72, 5.14], [-1.89, 5.03, 3.07], [-1.03, 7.36, 3.14], [1.41, 7.77, 2.94], [2.97, 5.87, 2.68], [2.10, 3.55, 2.61]],
  "nbo_charge": [1.001, -0.633, 0.780, -0.812, -0.159, -0.074, -0.008, -0.166, 0.013, -0.143, 0.534, -0.378, -0.370, 0.534, -0.373, -0.363, 0.268, 0.281, 0.274, 0.050, -0.265, 0.136, -0.032, -0.178, -0.211, -0.162, -0.219, -0.199, -0.042, -0.181, -0.221, -0.163, -0.202, -0.166, 0.237, 0.229, 0.221, 0.223, 0.225, 0.229, 0.223, 0.221, 0.225, 0.239, -0.482, -1.010, 1.258, -0.151, -0.235, -0.189, -0.203, -0.206, -0.223, -0.163, -0.237, -0.194, -0.198, -0.201, -0.223, 0.243, 0.216, 0.217, 0.219, 0.220, 0.224, 0.218, 0.217, 0.218, 0.237]
}